Entry 1:
ORCA calculation (wB97M-V/def2-TZVPD) on a molecular structure, C6H8CrLiO6 in a non-equilibrium geometry.

Summary:
Relative energy (zero: lowest compared OMol25 entry of this formula, charge and spin), kcal/mol: 0.0
Spin multiplicity: 5
Frontier orbital gap (spin up / spin down), eV: 8.2 / 8.5
LUMO (spin up / spin down), Eh: -0.1630 / -0.1665
Net charge: +1

Last column: Löwdin spin population.
Geometry (Å):
C 2.951 0.873 -0.115  0.01
O 3.151 -1.424 0.178  0.00
H -3.008 2.130 0.065  0.00
C -1.628 -1.209 0.520  0.01
O -2.704 -0.535 0.975  0.01
H 4.429 -0.129 1.152  0.00
O -1.434 0.992 -0.700  -0.02
H 2.986 1.684 0.618  0.00
H 4.722 -0.334 -0.615  0.00
O -1.740 -2.159 -0.274  0.00
O 1.693 0.137 -0.067  0.04
H -3.676 -0.706 -0.837  0.00
H -3.238 1.513 -1.582  0.00
C 1.875 -1.175 0.128  0.00
H -4.488 0.301 0.412  0.00
O -0.529 -0.972 1.165  0.01
Cr -0.199 1.055 0.789  3.93
Li 0.197 -2.456 -0.220  0.00
C 3.965 -0.219 0.165  0.00
C -3.526 0.043 -0.047  0.00
C -2.790 1.267 -0.599  0.01
H 2.991 1.322 -1.112  0.00

Forces on atoms 1 to 2 (eV/Å):
C 0.5 0.4 -0.6
O -0.8 0.1 0.3

Entry 2:
ORCA calculation (wB97M-V/def2-TZVPD) on C6H8F2P2 in the gas phase in a non-equilibrium geometry.

Summary:
Relative energy (zero: lowest compared OMol25 entry of this formula, charge and spin), kcal/mol: 1.9
Frontier orbital gap, eV: 7.9
LUMO, Eh: -0.0305
Structure (SMILES): [H]/P=C\C(F)=C(/F)PC(=C)C
Net charge: 0

Last column: natural (NBO) charge in e.
Geometry (Å):
H -1.627 -1.330 -3.247  0.22
H 1.215 2.172 2.383  0.21
H 2.019 1.792 -0.023  -0.01
P 0.501 1.725 -0.200  0.56
C 0.508 0.338 -1.355  0.07
H -1.248 -0.811 0.470  0.20
H 0.531 -2.712 -1.369  -0.07
F 1.552 -0.496 -1.148  -0.33
H 1.163 0.611 3.208  0.23
C -0.902 -1.381 -2.590  -0.62
C 0.170 0.666 1.238  -0.29
F -1.574 0.831 -2.125  -0.32
C 0.657 1.278 2.552  -0.64
H -1.134 -0.855 2.201  0.21
H -0.273 1.612 3.014  0.22
C -0.628 -0.121 -1.982  0.29
C -0.627 -0.395 1.302  -0.41
P -0.303 -2.926 -2.328  0.49

Forces on atoms 1 to 2 (eV/Å):
H -3.7 0.2 -3.4
H 0.8 0.5 0.0

Entry 3:
ORCA calculation (wB97M-V/def2-TZVPD) on 2 unconnected molecules or ions with the total composition C6H8F3N2O in a non-equilibrium geometry.

Summary:
Relative energy (zero: lowest compared OMol25 entry of this formula, charge and spin), kcal/mol: 0.0
Frontier orbital gap, eV: 10.1
LUMO, Eh: -0.1201
Net charge: +1

Last column: natural (NBO) charge in e.
Geometry (Å):
H 0.829 2.102 2.749  0.51
H -2.952 -2.224 -1.319  0.27
H 0.222 -2.317 -2.259  0.46
C -2.205 -2.333 -0.435  -0.68
C 0.822 2.630 0.340  0.90
H -2.728 -2.086 0.518  0.26
O 1.368 1.424 2.327  -0.65
F 1.289 3.791 0.796  -0.30
H -1.131 -0.357 1.121  0.46
H -1.872 -3.378 -0.259  0.26
N 0.048 -1.625 -1.547  -0.46
C 1.565 1.521 0.998  0.22
C -0.974 -1.544 -0.653  0.43
C 0.929 -0.660 -1.206  -0.12
F -0.503 2.605 0.584  -0.31
H 2.545 1.149 0.745  0.24
N -0.652 -0.665 0.275  -0.50
H 1.729 -0.376 -1.825  0.25
C 0.535 -0.160 -0.009  0.06
F 1.136 2.504 -0.940  -0.30

Forces on atoms 1 to 2 (eV/Å):
H -0.3 0.2 -0.3
H 1.3 -0.5 1.6

Entry 4:
ORCA calculation (wB97M-V/def2-TZVPD) on C6H8F3NO2 in the gas phase in a non-equilibrium geometry.

Summary:
Relative energy (zero: lowest compared OMol25 entry of this formula, charge and spin), kcal/mol: 33.3
Frontier orbital gap, eV: 10.1
LUMO, Eh: 0.0199
Structure (SMILES): N[C@H](CCC(=O)O)C(F)=C(F)F
Net charge: 0

Last column: natural (NBO) charge in e.
Geometry (Å):
C -0.955 -0.047 0.546  -0.39
F -1.590 -0.463 -2.227  -0.31
N 1.289 -0.876 -0.013  -0.83
H 0.289 0.729 -1.012  0.18
H 0.348 0.186 2.258  0.23
H 1.635 3.000 0.807  0.50
H 1.895 -1.145 -0.768  0.37
C -0.234 -2.294 -2.102  0.66
C 0.085 2.095 1.366  0.79
C 0.090 -0.252 -0.559  -0.10
H -1.280 -1.035 0.902  0.22
C -0.533 -1.078 -1.662  0.22
C -0.447 0.743 1.754  -0.52
H -1.827 0.486 0.123  0.23
F -0.889 -2.889 -3.068  -0.29
O -0.583 3.104 1.214  -0.59
O 1.407 2.090 1.120  -0.70
H 1.782 -0.185 0.525  0.37
F 0.763 -3.037 -1.665  -0.29
H -1.244 0.867 2.464  0.25

Forces on atoms 1 to 2 (eV/Å):
C -0.5 0.0 -0.1
F -0.1 0.0 -0.2

Please write out number 4 again, unchanged.
ORCA calculation (wB97M-V/def2-TZVPD) on C6H8F3NO2 in the gas phase in a non-equilibrium geometry.

Summary:
Relative energy (zero: lowest compared OMol25 entry of this formula, charge and spin), kcal/mol: 33.3
Frontier orbital gap, eV: 10.1
LUMO, Eh: 0.0199
Structure (SMILES): N[C@H](CCC(=O)O)C(F)=C(F)F
Net charge: 0

Last column: natural (NBO) charge in e.
Geometry (Å):
C -0.955 -0.047 0.546  -0.39
F -1.590 -0.463 -2.227  -0.31
N 1.289 -0.876 -0.013  -0.83
H 0.289 0.729 -1.012  0.18
H 0.348 0.186 2.258  0.23
H 1.635 3.000 0.807  0.50
H 1.895 -1.145 -0.768  0.37
C -0.234 -2.294 -2.102  0.66
C 0.085 2.095 1.366  0.79
C 0.090 -0.252 -0.559  -0.10
H -1.280 -1.035 0.902  0.22
C -0.533 -1.078 -1.662  0.22
C -0.447 0.743 1.754  -0.52
H -1.827 0.486 0.123  0.23
F -0.889 -2.889 -3.068  -0.29
O -0.583 3.104 1.214  -0.59
O 1.407 2.090 1.120  -0.70
H 1.782 -0.185 0.525  0.37
F 0.763 -3.037 -1.665  -0.29
H -1.244 0.867 2.464  0.25

Forces on atoms 1 to 2 (eV/Å):
C -0.5 0.0 -0.1
F -0.1 0.0 -0.2